No. 1
A structure of composition C2H2N3OS in a non-equilibrium geometry, computed with the ωB97M-V functional and the def2-TZVPD basis.

Output
Relative energy (zero: lowest compared OMol25 entry of this formula, charge and spin) = 45.63 kcal/mol
Lowest unoccupied orbital energy = 0.13018 Ha
DFT total energy = -19458.617 eV
HOMO-LUMO gap = 6.52 eV
HOMO energy = -2.98 eV

ORCA input file:
```
! wB97M-V def2-TZVPD RIJCOSX def2/J DEFGRID3
* xyz -1 1
N -0.15 0.07 0.34
C 0.12 -2.27 0.12
O 4.96 0.82 0.15
N -0.16 -3.38 0.07
H 0.52 0.76 0.00
H -0.99 0.34 -0.24
S 2.97 -1.01 -0.04
C 4.24 -0.06 -0.03
N 0.61 -1.09 -0.11
*
```

No. 2
The molecule CH2F2N2 in a non-equilibrium geometry, computed with the ωB97M-V functional and the def2-TZVPD basis.

Output
Relative energy (zero: lowest compared OMol25 entry of this formula, charge and spin) = 64.31 kcal/mol
Lowest unoccupied orbital energy (alpha / beta) = 0.00041 / 0.00001 Ha
DFT total energy = -9480.827 eV
HOMO-LUMO gap (alpha / beta) = 8.99 / 8.72 eV
HOMO energy (alpha / beta) = -8.98 / -8.72 eV

ORCA input file:
```
! wB97M-V def2-TZVPD RIJCOSX def2/J DEFGRID3
* xyz 0 1
N 0.43 -0.56 0.33
H 0.02 0.13 -1.35
C -1.04 1.51 -0.32
F -1.78 1.62 -1.48
H 0.24 -0.39 1.31
N -0.24 0.40 -0.36
F -1.86 1.83 0.67
*
```

No. 3
The molecule C21H30N4O4S, computed with the ωB97M-V functional and the def2-TZVPD basis.

Output
SMILES string = CCCCn1c(SCC(=O)NCCOC)nc2ccc(N3CCOCC3)cc2c1=O
Relative energy (zero: lowest compared OMol25 entry of this formula, charge and spin) = 52.50 kcal/mol
Lowest unoccupied orbital energy = 0.02197 Ha
DFT total energy = -47250.389 eV
HOMO-LUMO gap = 8.04 eV
HOMO energy = -7.45 eV

ORCA input file:
```
! wB97M-V def2-TZVPD RIJCOSX def2/J DEFGRID3
* xyz 0 1
C 0.54 -0.71 -0.44
H 0.35 -4.25 -2.91
H -1.37 2.76 -2.12
H 0.84 2.31 -2.93
H -1.26 3.96 -4.34
C 0.41 0.36 -1.43
C -1.57 1.14 2.74
C -0.59 3.41 -1.73
H 0.03 3.32 2.21
H 0.14 5.41 -2.04
N 1.54 0.84 1.12
S 1.98 3.36 0.71
C 0.20 -3.02 0.20
O -1.88 1.75 1.51
C 2.53 2.97 2.39
C -0.52 4.66 -3.95
C 0.74 -2.70 1.46
C -0.95 2.19 3.66
H 1.33 -5.12 1.00
O -0.09 0.24 -2.53
H -0.06 -7.15 -0.78
C 1.42 1.76 0.24
H 2.84 3.92 2.83
H -2.48 0.73 3.20
C 0.76 -6.44 -0.61
H -3.51 0.58 1.03
O 1.08 -5.75 -1.79
C -2.54 0.89 0.62
H -1.70 -5.42 -0.98
H 0.46 4.30 -4.23
H -0.77 3.55 -0.66
H -0.23 -5.94 1.27
H -0.58 -5.77 -3.03
C 1.19 -1.44 1.76
H -0.86 0.31 2.58
H -1.95 0.00 0.41
H -1.61 5.23 -2.19
N 0.90 1.60 -1.01
O 1.76 1.55 4.15
C 0.10 -1.99 -0.74
N 0.21 2.79 3.06
H -1.68 2.97 3.88
C 0.41 -5.45 0.52
C -0.05 -5.09 -2.34
C 0.76 2.72 -1.92
H -0.30 -2.15 -1.73
H 1.66 -7.01 -0.34
C -0.65 4.77 -2.43
C 1.11 -0.42 0.81
H 1.58 3.42 -1.74
H -1.59 -3.77 -1.57
H 3.39 2.30 2.34
H -0.63 1.71 4.59
H -0.68 5.63 -4.41
C -1.01 -4.62 -1.24
H -2.70 1.45 -0.30
N -0.27 -4.29 -0.04
H 1.60 -1.21 2.73
H 0.78 -3.46 2.23
C 1.46 2.32 3.27
*
```

No. 4
The molecule H2NOP in a non-equilibrium geometry, computed with the ωB97M-V functional and the def2-TZVPD basis.

Output
SMILES string = O=NP
Relative energy (zero: lowest compared OMol25 entry of this formula, charge and spin) = 157.37 kcal/mol
Lowest unoccupied orbital energy (alpha / beta) = -0.07679 / -0.07692 Ha
DFT total energy = -12852.753 eV
HOMO-LUMO gap (alpha / beta) = 7.76 / 7.77 eV
HOMO energy (alpha / beta) = -9.85 / -9.86 eV

ORCA input file:
```
! wB97M-V def2-TZVPD RIJCOSX def2/J DEFGRID3
* xyz 0 1
N 0.85 0.41 -0.22
H -1.26 1.13 -0.29
H -1.08 -1.04 0.07
P -0.49 0.09 0.42
O 1.98 -0.60 0.02
*
```